(1)
{
  "formula": "C26H57BBr2F4N3O12",
  "method": "wB97M-V/def2-TZVPD",
  "species": ["B", "F", "F", "F", "F", "C", "O", "C", "C", "N", "C", "C", "O", "C", "H", "H", "H", "H", "H", "H", "H", "H", "H", "H", "H", "H", "H", "H", "H", "C", "O", "C", "C", "N", "C", "C", "O", "C", "H", "H", "H", "H", "H", "H", "H", "H", "H", "H", "H", "H", "H", "H", "H", "C", "O", "C", "C", "N", "C", "C", "O", "C", "H", "H", "H", "H", "H", "H", "H", "H", "H", "H", "H", "H", "H", "H", "H", "Br", "C", "C", "Br", "H", "H", "H", "H", "C", "C", "O", "C", "O", "O", "H", "H", "H", "H", "C", "C", "O", "C", "O", "O", "H", "H", "H", "H"],
  "positions_angstrom": [[7.904, 4.029, -23.426], [7.519, 5.248, -22.768], [8.846, 4.342, -24.427], [8.372, 3.138, -22.495], [6.906, 3.435, -24.201], [15.424, 10.701, -27.736], [15.559, 9.214, -27.652], [16.047, 8.564, -28.880], [14.896, 8.310, -29.761], [14.469, 9.574, -30.531], [13.358, 9.266, -31.412], [13.005, 10.349, -32.443], [14.292, 10.798, -32.979], [14.567, 10.300, -34.291], [15.144, 11.161, -26.788], [14.631, 10.901, -28.456], [16.345, 11.151, -28.109], [16.416, 7.576, -28.605], [16.825, 9.108, -29.414], [14.047, 7.958, -29.175], [15.114, 7.530, -30.491], [15.242, 9.979, -31.039], [12.420, 9.270, -30.857], [13.522, 8.328, -31.941], [12.577, 11.192, -31.900], [12.329, 9.895, -33.167], [14.502, 9.218, -34.405], [15.638, 10.505, -34.302], [14.037, 10.772, -35.118], [10.934, 12.439, -23.038], [11.251, 13.454, -22.102], [10.771, 13.155, -20.826], [11.710, 13.755, -19.675], [13.065, 13.358, -19.870], [13.967, 13.847, -18.795], [15.392, 13.267, -18.988], [16.075, 13.982, -19.948], [17.401, 13.941, -19.717], [10.050, 12.612, -23.652], [11.084, 11.379, -22.834], [11.801, 12.643, -23.666], [10.560, 12.097, -20.671], [9.766, 13.567, -20.737], [11.509, 13.466, -18.644], [11.685, 14.844, -19.727], [13.234, 13.783, -20.770], [13.510, 13.608, -17.835], [14.189, 14.896, -18.989], [15.262, 12.252, -19.365], [15.808, 13.184, -17.984], [17.651, 14.436, -18.779], [18.016, 14.301, -20.542], [17.790, 12.923, -19.696], [-5.962, 7.028, -24.503], [-5.131, 6.492, -23.470], [-4.220, 5.440, -23.938], [-3.037, 4.977, -22.997], [-2.128, 6.109, -22.694], [-0.934, 5.734, -21.884], [-0.297, 6.992, -21.257], [-1.262, 7.826, -20.557], [-0.803, 8.800, -19.730], [-6.658, 6.250, -24.817], [-5.353, 7.376, -25.337], [-6.581, 7.872, -24.199], [-3.636, 5.674, -24.828], [-4.818, 4.587, -24.259], [-2.503, 4.163, -23.488], [-3.293, 4.709, -21.972], [-2.756, 6.705, -22.174], [-0.181, 5.211, -22.474], [-1.249, 4.997, -21.145], [0.289, 7.429, -22.066], [0.320, 6.461, -20.533], [-1.507, 9.059, -18.940], [-0.718, 9.744, -20.268], [0.221, 8.667, -19.381], [4.784, -3.018, -27.709], [3.312, -2.164, -26.634], [2.830, -0.835, -27.255], [2.209, -1.255, -29.066], [3.793, -2.100, -25.658], [2.533, -2.896, -26.418], [3.541, -0.083, -27.599], [2.069, -0.234, -26.758], [9.410, -3.233, -18.056], [9.548, -2.027, -17.089], [10.421, -2.540, -16.154], [10.763, -3.820, -16.420], [11.608, -4.468, -15.819], [9.992, -4.262, -17.324], [9.897, -2.938, -18.985], [8.361, -3.502, -18.179], [8.543, -1.755, -16.766], [10.144, -1.284, -17.618], [13.737, -1.877, -28.317], [13.902, -0.446, -28.128], [15.298, -0.402, -28.001], [15.826, -1.534, -27.680], [17.021, -1.878, -27.708], [14.806, -2.369, -27.602], [13.634, -2.129, -29.373], [12.914, -2.378, -27.809], [13.512, -0.028, -27.201], [13.864, 0.149, -29.041]],
  "forces_ev_per_a": [[0.029, 1.086, -1.139], [-0.169, -0.702, -0.316], [1.125, 0.386, 0.292], [0.451, -0.574, 0.732], [-1.462, -0.246, 0.429], [-0.239, -1.650, -0.940], [1.027, 1.333, -0.476], [-0.816, 0.518, 1.604], [-1.373, 1.683, -2.145], [-0.345, -1.239, 1.144], [-0.589, 0.720, -0.247], [2.443, -0.134, 1.064], [-2.005, -0.391, -1.100], [1.415, 0.186, 0.994], [0.215, -0.665, 0.223], [0.060, 0.156, -0.004], [0.181, -0.061, 0.086], [0.326, 0.201, 0.455], [0.205, 0.308, 0.279], [-0.023, 0.152, 0.044], [0.223, -0.300, -0.171], [0.089, -0.215, -0.200], [0.022, -0.927, 0.504], [-0.181, -0.397, -0.047], [-0.148, 0.120, -0.369], [0.050, 0.421, -0.277], [-0.441, -0.227, 0.319], [0.062, 0.108, -0.939], [-0.150, 0.305, 0.205], [2.185, 0.923, -2.075], [-0.283, -0.936, 1.022], [-0.502, 0.675, 2.343], [-0.844, -0.257, -0.730], [0.687, -0.575, -0.115], [0.718, -0.237, -2.461], [-2.759, -1.510, 0.754], [-1.239, 1.061, -0.618], [2.734, -0.568, -0.109], [-0.364, 0.082, 0.498], [-0.427, 0.118, 1.167], [-0.270, -0.455, -1.100], [0.789, -0.326, -0.079], [-0.190, 0.543, 0.308], [-1.112, -0.175, -0.165], [-0.639, 0.450, 0.063], [1.222, -0.178, -0.155], [0.235, 0.178, -0.003], [-0.576, 0.650, 0.839], [0.083, -0.377, 0.160], [0.871, 0.467, -0.083], [0.325, 0.149, 0.084], [-0.490, 0.872, -0.114], [-0.152, -0.580, 0.565], [0.446, -0.752, -0.058], [1.295, -0.368, -0.027], [0.384, -0.237, 0.310], [-0.454, 1.562, 0.839], [0.454, -0.310, -1.220], [-2.233, 0.999, -0.321], [-0.722, -1.542, 0.631], [-0.266, -2.637, -1.909], [1.124, 2.220, 0.081], [-0.043, -0.115, -0.394], [0.028, -0.127, -0.210], [0.370, -0.054, 0.724], [-0.341, 0.981, -0.325], [-0.198, -0.294, 0.354], [-0.139, 0.003, -0.117], [-0.988, -1.109, -0.190], [0.595, 0.599, 0.367], [0.020, 0.298, -0.336], [0.028, 0.009, 0.662], [-0.094, 0.876, 0.383], [0.761, 0.870, 0.358], [0.020, -0.703, 0.259], [0.003, 0.389, -0.410], [-0.042, -0.553, 0.544], [-0.947, 0.376, 0.569], [0.855, 0.399, 0.434], [0.402, -0.268, -1.108], [-0.821, -0.037, -0.185], [0.122, 0.784, -0.112], [-0.172, 0.076, -0.911], [0.813, -0.524, 0.986], [-0.229, -0.791, 0.330], [-1.587, 1.479, 0.077], [0.041, -0.468, -2.260], [1.253, 0.108, 2.351], [2.865, -0.245, 3.823], [-1.598, 1.517, -1.089], [-0.882, -2.688, -3.097], [0.115, -0.937, -0.151], [0.183, 0.044, -0.503], [0.500, 0.496, 0.667], [-0.890, 0.717, 0.168], [-2.893, -1.708, 0.342], [0.423, 2.089, -0.196], [2.879, 3.315, 0.246], [3.785, -2.330, -1.568], [-3.368, 1.506, 0.929], [1.033, -3.416, 0.748], [0.867, -0.437, -0.144], [-0.597, 0.615, -0.269], [-0.591, 0.171, -0.390], [-1.552, 0.213, 0.317]],
  "multiplicity": 1,
  "total_charge": -1,
  "gap_ev": 9.193,
  "lumo_ha": 0.06779
}

***

(2)
{
  "formula": "C26H57BIN2O20P",
  "method": "wB97M-V/def2-TZVPD",
  "species": ["C", "N", "C", "B", "I", "P", "N", "O", "O", "H", "H", "H", "H", "H", "H", "H", "H", "H", "C", "C", "O", "C", "O", "O", "C", "H", "H", "H", "H", "H", "H", "H", "H", "C", "C", "O", "C", "O", "O", "C", "H", "H", "H", "H", "H", "H", "H", "H", "C", "C", "O", "C", "O", "O", "C", "H", "H", "H", "H", "H", "H", "H", "H", "C", "C", "O", "C", "O", "O", "C", "H", "H", "H", "H", "H", "H", "H", "H", "C", "C", "O", "C", "O", "O", "C", "H", "H", "H", "H", "H", "H", "H", "H", "C", "C", "O", "C", "O", "O", "C", "H", "H", "H", "H", "H", "H", "H", "H"],
  "positions_angstrom": [[-2.541, 4.872, -7.387], [-2.405, 4.199, -8.681], [-2.766, 2.768, -8.644], [-2.288, 1.986, -7.339], [-3.705, 0.646, -6.319], [-0.547, 2.084, -6.511], [-0.121, 0.578, -6.189], [-0.686, 2.977, -5.088], [0.581, 2.795, -7.520], [-2.613, 5.957, -7.589], [-1.657, 4.767, -6.724], [-3.476, 4.606, -6.871], [-1.482, 4.308, -9.079], [-2.292, 2.275, -9.518], [-3.863, 2.684, -8.756], [0.000, 0.517, -5.176], [-1.629, 2.962, -4.887], [1.372, 2.882, -6.979], [3.200, -2.630, -0.038], [3.650, -2.258, -1.437], [2.602, -1.609, -2.168], [2.414, -0.326, -1.866], [3.044, 0.312, -1.065], [1.391, 0.126, -2.593], [1.027, 1.476, -2.306], [2.283, -3.221, -0.077], [3.972, -3.207, 0.473], [2.987, -1.741, 0.557], [3.895, -3.159, -1.999], [4.543, -1.632, -1.418], [1.887, 2.141, -2.375], [0.577, 1.539, -1.315], [0.293, 1.784, -3.046], [5.211, 1.507, 1.991], [6.235, 0.399, 1.853], [6.843, 0.087, 3.114], [6.106, -0.676, 3.919], [5.019, -1.126, 3.666], [6.786, -0.849, 5.055], [6.084, -1.591, 6.053], [5.655, 2.381, 2.471], [4.828, 1.796, 1.011], [4.369, 1.191, 2.608], [7.044, 0.724, 1.199], [5.799, -0.497, 1.410], [5.720, -2.539, 5.661], [5.257, -1.000, 6.446], [6.786, -1.789, 6.860], [1.873, -6.944, 3.791], [2.160, -6.612, 5.242], [2.936, -5.413, 5.359], [2.250, -4.278, 5.216], [1.067, -4.185, 5.022], [3.108, -3.264, 5.314], [2.518, -1.978, 5.106], [2.802, -6.983, 3.219], [1.367, -7.907, 3.711], [1.241, -6.184, 3.332], [2.759, -7.404, 5.691], [1.241, -6.528, 5.824], [1.655, -1.831, 5.756], [2.233, -1.861, 4.061], [3.267, -1.235, 5.346], [-1.120, -3.286, 7.367], [-2.203, -2.234, 7.486], [-2.432, -1.876, 8.857], [-1.538, -1.044, 9.388], [-0.590, -0.565, 8.824], [-1.871, -0.841, 10.665], [-0.946, -0.022, 11.379], [-1.353, -4.146, 7.999], [-1.019, -3.621, 6.336], [-0.156, -2.896, 7.695], [-3.147, -2.634, 7.114], [-1.970, -1.349, 6.892], [-0.768, 0.918, 10.858], [-0.007, -0.557, 11.525], [-1.386, 0.191, 12.350], [0.674, 6.146, -15.247], [-0.594, 5.702, -14.545], [-0.300, 4.981, -13.342], [0.034, 5.737, -12.297], [0.086, 6.937, -12.274], [0.305, 4.925, -11.272], [0.749, 5.605, -10.098], [1.335, 5.294, -15.415], [0.439, 6.606, -16.207], [1.224, 6.869, -14.645], [-1.146, 5.012, -15.182], [-1.252, 6.546, -14.332], [0.051, 6.392, -9.811], [1.744, 6.018, -10.260], [0.800, 4.872, -9.294], [-7.048, -1.610, 3.324], [-8.288, -2.160, 3.999], [-7.954, -2.918, 5.167], [-7.666, -2.194, 6.249], [-7.686, -0.995, 6.326], [-7.348, -3.035, 7.235], [-6.944, -2.386, 8.441], [-6.337, -2.412, 3.119], [-7.308, -1.118, 2.386], [-6.543, -0.884, 3.963], [-8.798, -2.851, 3.327], [-8.995, -1.367, 4.249], [-7.685, -1.656, 8.765], [-5.975, -1.907, 8.300], [-6.848, -3.149, 9.209]],
  "forces_ev_per_a": [[0.497, 1.174, -0.361], [-0.240, -0.625, 0.318], [0.039, -0.237, 0.221], [-0.999, 0.205, -0.566], [0.869, 0.866, -0.430], [1.819, -2.448, 1.193], [-0.269, 2.309, -0.132], [0.160, -0.320, -1.909], [-2.110, 0.202, 1.176], [-0.031, -0.392, 0.176], [-0.516, -0.204, -0.047], [0.350, -0.210, -0.227], [-0.015, 0.137, 0.183], [-0.336, 0.092, 0.269], [0.444, -0.114, -0.082], [0.020, -0.515, -0.150], [-0.173, 0.186, 0.367], [0.504, -0.101, -0.062], [-0.194, 0.187, 0.082], [0.323, -0.370, 0.341], [0.036, 0.080, -0.145], [-0.193, -0.279, -0.071], [0.135, 0.195, 0.087], [0.043, 0.044, -0.053], [-0.200, 0.322, 0.005], [0.086, -0.093, -0.051], [-0.002, -0.002, -0.036], [0.114, -0.001, -0.023], [-0.179, 0.099, -0.154], [-0.139, 0.122, 0.006], [0.025, -0.088, 0.117], [0.148, 0.040, 0.025], [0.039, -0.214, -0.061], [-0.113, 0.032, 0.232], [-0.238, 0.266, -0.525], [0.082, -0.127, 0.024], [0.237, 0.151, -0.004], [0.035, -0.052, 0.053], [-0.047, -0.019, -0.084], [-0.042, -0.235, 0.257], [0.078, -0.005, -0.109], [0.023, -0.050, -0.002], [0.004, -0.077, -0.093], [0.142, -0.055, 0.215], [-0.045, -0.009, 0.176], [-0.099, 0.108, -0.057], [-0.038, -0.059, -0.054], [0.106, 0.135, -0.123], [-0.014, 0.226, -0.158], [-0.216, -0.500, -0.133], [0.028, 0.018, 0.152], [0.322, 0.081, -0.076], [-0.168, -0.034, -0.018], [-0.051, -0.071, 0.087], [-0.258, 0.393, 0.082], [0.015, -0.111, 0.075], [0.034, 0.000, 0.036], [-0.049, -0.038, 0.091], [0.152, 0.193, 0.040], [0.022, 0.169, -0.071], [-0.039, -0.163, -0.089], [-0.053, -0.032, 0.053], [0.136, -0.160, -0.047], [0.115, 0.008, 0.168], [0.162, -0.330, -0.495], [-0.162, 0.171, 0.057], [-0.147, -0.224, 0.017], [0.095, 0.102, -0.043], [-0.029, 0.044, -0.019], [0.131, 0.192, 0.275], [-0.106, -0.007, -0.081], [0.009, 0.019, 0.021], [-0.029, 0.061, -0.092], [-0.082, 0.070, 0.255], [0.078, 0.053, 0.191], [0.057, -0.102, -0.070], [0.021, 0.082, -0.103], [-0.134, -0.139, -0.081], [0.212, 0.035, 0.189], [-0.037, 0.223, -0.553], [-0.089, -0.059, 0.120], [-0.028, -0.192, -0.122], [0.013, 0.125, 0.046], [-0.064, -0.041, 0.070], [0.108, 0.041, 0.386], [-0.098, -0.029, -0.091], [-0.032, -0.037, 0.012], [-0.104, 0.039, -0.018], [0.032, -0.149, 0.207], [0.115, -0.008, 0.153], [0.071, 0.059, -0.141], [-0.089, 0.121, -0.009], [-0.021, -0.150, -0.195], [0.208, 0.043, 0.185], [-0.045, 0.236, -0.522], [-0.098, -0.067, 0.078], [0.036, -0.212, -0.041], [-0.012, 0.130, 0.023], [-0.054, -0.005, 0.005], [0.142, 0.065, 0.375], [-0.096, -0.031, -0.092], [-0.028, -0.040, 0.009], [-0.107, 0.033, -0.014], [0.041, -0.155, 0.196], [0.116, -0.005, 0.148], [0.058, 0.053, -0.139], [-0.092, 0.107, 0.001], [-0.038, -0.147, -0.203]],
  "multiplicity": 1,
  "total_charge": 0,
  "gap_ev": 7.703,
  "lumo_ha": -0.03972
}

***

These records have E values of -208556.840; -89884.358 eV, in the order they appear.
These records have molecular weight values of 850.4; 886.4 g/mol, in the order they appear.